ORCA calculation (ωB97M-V/def2-TZVPD) on C4H6N2OS in the gas phase.

Output
SMILES: OC1(CS)C=NN=C1
Relative energy (zero: lowest compared OMol25 entry of this formula, charge and spin): 3.575 eV
Highest occupied orbital energy: -9.631 eV
Spin multiplicity: 1
Lowest unoccupied orbital energy: -0.23 eV
Kohn-Sham gap: 9.40 eV

Last column: natural (NBO) charge in e.
Atoms and positions in Å:
H 0.320 -0.462 2.124  0.2155
H -1.215 1.439 -0.904  0.2374
H -1.115 1.514 0.891  0.2349
N 0.685 -1.876 0.595  -0.2323
S -2.406 -0.376 -0.225  -0.0222
C -1.005 0.846 -0.003  -0.5076
O 1.286 1.533 -0.028  -0.7058
H 0.835 -0.178 -2.219  0.2142
C 0.436 0.356 -0.031  0.0797
C 0.513 -0.666 1.067  0.0462
H 2.263 1.343 -0.111  0.4929
H -2.150 -1.134 0.882  0.1333
C 0.685 -0.570 -1.219  0.0606
N 0.870 -1.768 -0.817  -0.2468

---

ORCA calculation (ωB97M-V/def2-TZVPD) on a molecular structure, C23H52O3P4SeTb.

Output
Total charge: +3
Relative energy (zero: lowest compared OMol25 entry of this formula, charge and spin): 0.000 eV
Highest occupied orbital energy (spin up / spin down): -15.537 / -15.538 eV
Spin multiplicity: 7
Lowest unoccupied orbital energy (spin up / spin down): -11.51 / -11.50 eV
Kohn-Sham gap (spin up / spin down): 4.02 / 4.04 eV

Last column: Löwdin spin population.
Atoms and positions in Å:
C 1.773 -2.916 -1.742  -0.0021
Tb -0.854 -0.063 -0.297  6.1313
H -2.744 2.169 -3.011  -0.0004
H 2.809 -2.564 -1.797  0.0000
C -1.101 -5.874 3.563  0.0000
H 0.612 -1.403 3.432  -0.0001
C 1.502 -0.756 -3.546  -0.0010
C -3.132 1.739 -2.072  -0.0009
O -2.064 1.201 -1.314  -0.0322
H -0.176 -6.295 3.979  0.0000
C 2.897 3.985 -1.730  -0.0001
C -2.140 0.303 3.663  -0.0022
C 0.613 -0.330 3.694  -0.0023
H -1.606 -1.927 -3.148  0.0002
Se 0.702 -4.066 2.266  -0.0002
H 3.639 3.792 -0.941  0.0000
O 2.067 2.730 -1.803  -0.0020
C -0.221 2.307 3.019  -0.0001
C -3.917 2.773 -1.299  -0.0005
H 2.913 2.346 1.034  -0.0001
H 3.439 1.003 -1.426  0.0000
H -2.774 -0.159 1.427  0.0004
C 3.189 1.411 1.543  -0.0012
H 4.168 5.086 -3.022  0.0000
H 2.722 4.417 -3.828  0.0000
P 0.621 2.563 -1.122  -0.0074
H -0.686 2.573 3.978  -0.0002
H -0.356 -2.805 -4.098  0.0001
H 0.312 -0.219 4.748  -0.0005
C -0.357 5.697 -3.173  -0.0001
H 4.765 0.375 -0.392  -0.0002
C -3.464 -4.759 2.511  0.0000
H -3.820 0.926 -2.338  -0.0002
H -1.403 3.813 -3.236  0.0000
C -2.415 -1.083 0.936  -0.0109
H 0.866 2.441 3.095  0.0000
H -4.766 3.112 -1.910  -0.0001
H 0.313 3.705 -3.608  0.0000
H -2.096 -3.437 1.462  -0.0001
H 1.570 -3.267 -0.722  0.0000
P 2.549 -0.015 0.559  -0.0077
H -4.341 2.320 -0.392  0.0000
H 4.456 -1.157 1.590  -0.0003
C -0.419 4.219 -2.997  -0.0001
C -0.689 -2.538 -3.080  0.0014
H -4.502 -6.334 3.558  0.0000
H -4.179 -0.847 -0.187  -0.0003
C -1.027 -4.786 2.695  0.0000
H -1.110 6.215 -2.569  0.0000
H 2.231 4.803 -1.399  -0.0001
H -4.364 -4.319 2.087  0.0000
H -0.582 5.938 -4.216  0.0000
H 0.653 6.087 -2.964  0.0000
O -0.194 3.881 -1.571  -0.0005
H 2.770 1.418 2.558  0.0000
C -2.216 -4.253 2.152  -0.0001
P -0.620 0.557 2.650  -0.0179
H 4.121 3.313 -3.355  0.0000
H 1.616 0.105 3.561  0.0000
C -3.533 -5.894 3.331  0.0000
P 0.605 -1.582 -2.184  -0.0188
H 2.935 -1.489 2.448  0.0000
H -0.633 2.947 2.222  0.0001
H -1.937 0.473 4.725  -0.0005
C 3.387 -1.373 1.458  -0.0011
H 4.288 1.342 1.612  -0.0003
H -1.623 -1.649 1.542  -0.0006
C -2.347 -6.413 3.897  0.0000
H -3.226 3.594 -1.037  0.0000
H 0.679 -4.667 0.913  0.0000
H 3.833 -0.753 -1.410  0.0000
H 1.389 -1.377 -4.447  -0.0003
H 1.065 0.237 -3.718  0.0001
H -2.488 -0.730 3.550  -0.0001
H 1.628 -3.748 -2.446  -0.0004
H -2.941 0.981 3.337  -0.0001
H 3.279 -2.300 0.884  0.0000
H 2.560 -0.622 -3.286  0.0000
C 3.517 4.199 -3.088  -0.0001
C 3.768 0.160 -0.806  -0.0009
H -0.899 -3.453 -2.506  0.0000
H -2.416 -7.288 4.572  0.0000
H -3.227 -2.319 -0.848  0.0000
C -3.222 -1.428 -0.174  -0.0186

---

ORCA calculation (ωB97M-V/def2-TZVPD) on C3H7NO2 in the gas phase.

Output
SMILES: NC(=O)CCO
Relative energy (zero: lowest compared OMol25 entry of this formula, charge and spin): 1.144 eV
Highest occupied orbital energy: -9.954 eV
Spin multiplicity: 1
Lowest unoccupied orbital energy: 0.70 eV
Kohn-Sham gap: 10.65 eV

Last column: natural (NBO) charge in e.
Atoms and positions in Å:
O 1.197 -1.947 -0.643  -0.7077
H -0.788 -1.262 0.954  0.2519
H 0.012 -0.069 1.804  0.2309
C 1.251 -0.836 0.268  -0.0806
H -0.561 2.643 -0.348  0.3904
H 1.791 -1.233 1.131  0.1865
H 1.985 -0.132 -0.098  0.1730
H 0.799 -1.593 -1.450  0.4615
C -0.787 0.733 0.066  0.6845
N -0.076 1.929 0.181  -0.8503
H 0.897 1.837 -0.062  0.3828
C -0.122 -0.441 0.778  -0.5445
O -1.813 0.629 -0.558  -0.5785

---

ORCA calculation (ωB97M-V/def2-TZVPD) on C7H9F in the gas phase.

Output
SMILES: F[C@H]1C=CC2(CC2)C1
Relative energy (zero: lowest compared OMol25 entry of this formula, charge and spin): 2.258 eV
Highest occupied orbital energy: -9.376 eV
Spin multiplicity: 1
Lowest unoccupied orbital energy: 1.05 eV
Kohn-Sham gap: 10.42 eV

Last column: natural (NBO) charge in e.
Atoms and positions in Å:
C 0.339 1.048 -0.132  -0.4271
H -0.817 -2.119 -0.596  0.1933
C 1.527 0.092 -0.084  0.1745
H -3.006 0.085 -1.397  0.2385
H 0.377 1.870 0.565  0.2409
C -0.174 -1.339 -0.491  -0.0742
C -0.813 0.091 -0.218  -0.0842
H 2.319 0.376 -0.708  0.1610
C 1.182 -1.254 -0.578  -0.2876
H 1.685 -2.224 -0.681  0.2350
F 1.960 0.281 1.225  -0.3709
C -2.186 0.503 -0.732  -0.4302
H 0.309 1.693 -1.089  0.2101
H -1.689 0.977 1.493  0.2037
C -1.927 0.169 0.735  -0.3975
H -2.265 1.567 -0.837  0.2113
H -2.246 -0.613 1.226  0.2035

---

What did the first record say?
ORCA calculation (ωB97M-V/def2-TZVPD) on C4H6N2OS in the gas phase.

Output
SMILES: OC1(CS)C=NN=C1
Relative energy (zero: lowest compared OMol25 entry of this formula, charge and spin): 3.575 eV
Highest occupied orbital energy: -9.631 eV
Spin multiplicity: 1
Lowest unoccupied orbital energy: -0.23 eV
Kohn-Sham gap: 9.40 eV

Last column: natural (NBO) charge in e.
Atoms and positions in Å:
H 0.320 -0.462 2.124  0.2155
H -1.215 1.439 -0.904  0.2374
H -1.115 1.514 0.891  0.2349
N 0.685 -1.876 0.595  -0.2323
S -2.406 -0.376 -0.225  -0.0222
C -1.005 0.846 -0.003  -0.5076
O 1.286 1.533 -0.028  -0.7058
H 0.835 -0.178 -2.219  0.2142
C 0.436 0.356 -0.031  0.0797
C 0.513 -0.666 1.067  0.0462
H 2.263 1.343 -0.111  0.4929
H -2.150 -1.134 0.882  0.1333
C 0.685 -0.570 -1.219  0.0606
N 0.870 -1.768 -0.817  -0.2468